Entry from OMol25: a structure of composition C33H34BeBrCaCl2F20NO16S2 in a non-equilibrium geometry (the ωB97M-V functional and the def2-TZVPD basis).

```
111
Properties=species:S:1:pos:R:3:mulliken_charge:R:1
C 3.587 -0.620 1.499 -1.834
C 2.063 -0.761 1.577 -0.196
C 1.406 -1.637 0.492 0.989
Br 0.304 -0.374 -0.603 0.119
O 2.288 -2.161 -0.495 -0.471
C 1.398 -2.876 -1.302 -0.157
O 1.502 -3.009 -2.450 -0.565
O 0.407 -3.381 -0.528 -0.389
C 0.729 -2.985 0.820 1.989
C 1.652 -4.146 1.326 -1.542
C 2.855 -3.622 2.084 -0.955
O 2.405 -2.862 3.182 -0.425
C -0.493 -3.031 1.780 1.008
F -1.182 -4.156 1.460 -0.406
F -0.094 -3.174 3.064 -0.214
C -1.458 -1.881 1.740 0.221
C -1.086 -0.682 2.293 0.349
C -1.926 0.380 2.316 -2.179
C -3.219 0.313 1.814 -0.679
C -3.624 -0.884 1.265 0.292
C -5.065 -0.972 0.769 0.583
F -5.829 -0.182 1.561 -0.300
F -5.282 -0.632 -0.476 -0.091
F -5.513 -2.221 0.971 -0.295
C -2.734 -1.993 1.195 -1.287
H 3.861 0.313 1.981 0.456
H 3.961 -0.587 0.483 0.380
H 4.090 -1.389 2.066 0.338
H 1.798 -1.060 2.584 -0.515
H 1.672 0.239 1.437 0.929
H 1.112 -4.841 1.959 0.362
H 2.015 -4.742 0.497 0.478
H 3.459 -4.470 2.417 0.532
H 3.496 -3.056 1.426 0.282
H 1.883 -3.465 3.716 0.348
H -0.114 -0.558 2.746 0.198
H -1.547 1.265 2.787 1.010
H -3.896 1.151 1.840 0.477
H -3.110 -2.899 0.767 0.898
Ca -0.902 2.965 2.953 1.877
C 1.719 0.274 5.350 0.710
O 2.957 0.239 5.311 -0.672
O 1.087 -0.922 4.973 -0.223
O 0.962 1.209 5.665 -0.803
H 1.921 -1.423 4.797 0.125
C 5.604 -2.337 -7.690 -0.620
O 5.084 -3.506 -7.056 -0.336
C 4.036 -3.273 -6.262 0.783
O 3.533 -2.201 -6.061 -0.527
O 3.649 -4.432 -5.738 -0.341
C 2.525 -4.331 -4.853 -0.473
H 6.443 -2.660 -8.300 0.208
H 4.852 -1.879 -8.329 0.289
H 5.955 -1.621 -6.949 0.294
H 1.653 -3.950 -5.382 0.259
H 2.753 -3.701 -4.001 0.209
H 2.309 -5.336 -4.499 0.289
Cl -2.766 -1.875 -1.304 -0.253
F 0.060 -3.910 7.136 -0.245
C -0.702 -3.078 7.846 -0.271
C -1.156 -3.481 9.098 0.412
C -1.958 -2.623 9.870 -0.302
C -2.308 -1.393 9.387 -0.336
C -1.835 -0.990 8.111 -0.478
C -1.027 -1.852 7.335 0.119
H -0.880 -4.476 9.479 -0.079
H -2.299 -2.942 10.845 0.376
H -2.930 -0.729 9.970 0.433
H -2.072 0.007 7.728 0.384
H -0.664 -1.546 6.359 0.614
C -6.433 0.869 -3.158 -0.383
O -6.613 2.196 -3.650 -0.528
H -5.731 0.911 -2.331 -0.002
H -7.381 0.460 -2.801 0.359
H -6.025 0.221 -3.938 0.277
H -7.234 2.156 -4.382 0.293
C -1.144 0.958 -5.366 -1.041
C -0.886 1.069 -3.854 0.959
C -1.686 2.111 -3.065 0.170
F -1.493 3.363 -3.506 -0.183
F -1.293 2.077 -1.755 -0.167
F 0.438 1.223 -3.643 -0.216
F -1.234 -0.129 -3.312 -0.192
O -0.276 1.640 -6.257 -0.418
C -0.452 2.970 -6.552 0.812
C 0.679 3.852 -6.011 0.196
F 0.853 3.668 -4.691 -0.138
F 0.364 5.150 -6.218 -0.282
F -1.667 3.399 -6.160 -0.287
F -0.420 3.074 -7.900 -0.315
H -0.971 -0.092 -5.595 0.446
H -2.191 1.144 -5.608 0.384
H -2.754 1.882 -3.104 0.010
H 1.616 3.620 -6.521 0.216
Be -0.344 -6.086 10.758 0.001
Cl -3.593 -0.439 6.582 -0.195
C 1.542 7.166 -3.501 0.648
F 2.359 7.311 -4.538 -0.212
F 1.017 8.362 -3.210 -0.241
F 0.540 6.362 -3.864 -0.193
S 2.461 6.478 -2.067 1.019
O 3.458 7.453 -1.752 -0.652
O 2.927 5.197 -2.497 -0.608
N 1.217 6.436 -1.054 -0.285
S 1.469 5.888 0.379 1.006
O 2.234 6.704 1.270 -0.642
O 1.650 4.460 0.512 -0.589
C -0.249 6.081 0.976 0.534
F -1.130 5.344 0.283 -0.229
F -0.704 7.315 0.986 -0.213
F -0.287 5.600 2.269 -0.280
```

Results
**Highest occupied orbital energy**: -0.30184 hartree
**LUMO**: -6.3 eV

=====

Entry from OMol25: a structure of composition C24H31BeF5GeI2NOSi3 in a non-equilibrium geometry (the ωB97M-V functional and the def2-TZVPD basis).

```
69
Properties=species:S:1:pos:R:3:mulliken_charge:R:1
Be 1.824 0.127 0.334 -1.805
I 1.251 4.949 0.654 0.071
C 2.870 3.629 0.385 -0.631
C 4.151 4.163 0.257 -0.384
C 5.249 3.351 0.093 -0.282
I 7.171 4.232 0.036 0.059
C 5.108 1.955 -0.011 0.570
C 6.134 1.010 -0.201 -0.473
C 5.799 -0.334 -0.287 -1.128
C 4.479 -0.734 -0.215 0.351
N 3.477 0.137 -0.019 0.411
C 3.791 1.451 0.092 0.076
C 2.662 2.258 0.343 0.448
O 1.522 1.607 0.512 0.891
H 4.278 5.235 0.299 0.380
H 7.161 1.330 -0.280 0.234
H 6.572 -1.072 -0.419 0.401
H 4.197 -1.772 -0.308 0.426
C -2.154 -2.881 -2.145 -1.170
Si -2.508 -2.091 -0.436 0.522
C -2.066 -3.359 0.925 -1.029
C -4.405 -1.834 -0.312 -1.132
Ge -1.342 0.043 -0.084 0.209
Si -1.838 0.913 2.167 0.357
C -3.748 1.131 2.191 -1.040
C -1.048 2.610 2.505 -0.907
C -1.348 -0.310 3.549 -1.003
Si -1.876 1.472 -2.004 0.425
C -1.399 3.295 -1.722 -0.951
C -1.089 0.770 -3.596 -1.073
C -3.784 1.402 -2.221 -1.116
H -2.223 -3.964 -2.094 0.416
H -1.161 -2.636 -2.507 0.243
H -2.864 -2.546 -2.896 0.422
H -2.379 -4.362 0.655 0.429
H -2.549 -3.108 1.862 0.332
H -0.996 -3.382 1.100 0.071
H -4.931 -2.766 -0.493 0.408
H -4.771 -1.105 -1.028 0.230
H -4.685 -1.488 0.677 0.280
H -4.075 1.815 1.413 0.259
H -4.085 1.531 3.142 0.418
H -4.257 0.185 2.035 0.231
H -1.424 3.370 1.827 0.267
H 0.026 2.547 2.370 0.129
H -1.238 2.949 3.520 0.450
H -1.759 -1.301 3.381 0.230
H -1.705 0.032 4.516 0.418
H -0.270 -0.409 3.616 0.225
H -0.322 3.416 -1.703 0.150
H -1.787 3.660 -0.775 0.277
H -1.790 3.936 -2.507 0.436
H -0.013 0.680 -3.489 0.235
H -1.289 1.401 -4.456 0.437
H -1.479 -0.220 -3.814 0.270
H -4.300 1.615 -1.289 0.263
H -4.099 0.420 -2.561 0.250
H -4.121 2.126 -2.957 0.431
F 0.992 -1.293 -1.855 -0.396
C 1.194 -2.116 -0.798 -0.389
C 1.273 -1.521 0.456 1.451
C 1.470 -2.412 1.503 0.155
F 1.627 -1.921 2.745 -0.450
C 1.539 -3.791 1.336 0.015
F 1.682 -4.610 2.386 -0.338
C 1.480 -4.328 0.053 0.741
F 1.601 -5.646 -0.143 -0.355
C 1.309 -3.474 -1.033 0.038
F 1.289 -3.966 -2.279 -0.387
```

Results
**Highest occupied orbital energy (alpha / beta)**: -0.23709 / -0.30139 hartree
**LUMO (alpha / beta)**: -1.4 / -1.4 eV
**Spin multiplicity**: 2